C75H169N9O | wB97M-V/def2-TZVPD

total charge	+8
highest occupied orbital energy	-14.8	eV
HOMO-LUMO gap	4.595	eV
E_LUMO	-10.24	eV

Geometry as XYZ:
```
254
C75H169N9O | the Open Molecules 2025 dataset | wB97M-V/def2-TZVPD
C -0.562 1.535 0.526
C -0.087 0.088 0.154
C -0.235 -0.889 1.291
O -0.467 -0.382 -1.103
H -1.629 1.645 0.330
H -0.158 2.409 0.014
H -0.379 1.639 1.596
H 0.994 0.173 0.265
H 0.037 -0.470 2.260
H 0.183 -1.881 1.121
H -1.260 -1.246 1.399
C 2.198 -3.366 8.134
C 3.485 -4.295 8.108
C 3.192 -5.695 7.680
N 4.384 -6.665 7.587
C 4.774 -7.110 9.033
C 5.594 -6.210 6.823
C 5.340 -6.326 5.297
C 4.236 -7.402 5.250
C 4.045 -7.865 6.709
H 2.054 -3.163 7.073
H 2.550 -2.419 8.543
H 1.290 -3.723 8.618
H 3.909 -4.343 9.111
H 4.264 -3.718 7.607
H 2.726 -5.695 6.695
H 2.603 -6.242 8.416
H 3.879 -7.447 9.557
H 5.203 -6.183 9.414
H 5.402 -8.000 8.991
H 6.311 -6.957 7.162
H 5.890 -5.239 7.221
H 6.197 -6.627 4.695
H 5.028 -5.381 4.852
H 4.497 -8.291 4.675
H 3.228 -7.104 4.962
H 4.861 -8.552 6.932
H 3.083 -8.299 6.982
C 9.151 0.021 5.686
C 8.128 0.356 4.592
C 7.750 1.847 4.587
N 6.472 2.230 3.742
C 5.320 1.349 4.211
C 6.582 2.021 2.255
C 5.997 3.232 1.578
C 5.617 4.259 2.693
C 6.252 3.761 3.990
H 9.700 0.937 5.903
H 9.799 -0.835 5.498
H 8.603 -0.340 6.556
H 7.194 -0.182 4.754
H 8.416 0.036 3.591
H 8.612 2.467 4.342
H 7.558 2.211 5.596
H 5.270 1.620 5.265
H 5.488 0.317 3.905
H 4.421 1.798 3.789
H 6.076 1.130 1.883
H 7.630 1.825 2.028
H 5.172 2.991 0.908
H 6.691 3.714 0.890
H 4.533 4.343 2.757
H 5.946 5.256 2.399
H 5.663 3.970 4.883
H 7.201 4.288 4.080
C 4.587 14.172 -3.348
C 3.848 12.780 -3.299
C 3.870 12.086 -4.616
N 2.998 10.801 -4.591
C 1.561 11.059 -4.156
C 3.034 10.098 -5.949
C 2.538 8.655 -5.741
C 3.255 8.363 -4.419
C 3.671 9.668 -3.754
H 5.551 14.015 -3.832
H 4.784 14.545 -2.343
H 4.005 14.916 -3.893
H 2.819 12.927 -2.970
H 4.368 12.211 -2.529
H 4.845 11.835 -5.032
H 3.442 12.729 -5.385
H 1.110 11.826 -4.786
H 1.475 11.181 -3.077
H 0.969 10.193 -4.450
H 2.352 10.688 -6.562
H 4.043 10.120 -6.360
H 1.468 8.566 -5.550
H 2.936 8.053 -6.557
H 2.607 7.713 -3.831
H 4.170 7.793 -4.580
H 3.367 9.920 -2.738
H 4.745 9.847 -3.796
C -7.653 -0.347 2.162
C -8.756 0.652 2.723
C -10.107 -0.013 3.093
N -11.291 0.985 3.398
C -10.847 1.955 4.461
C -12.575 0.284 3.795
C -13.648 1.231 3.487
C -13.133 2.216 2.437
C -11.739 1.708 2.076
H -8.026 -0.867 1.280
H -7.431 -1.127 2.890
H -6.716 0.121 1.861
H -9.066 1.317 1.918
H -8.410 1.359 3.477
H -10.005 -0.616 3.995
H -10.487 -0.724 2.359
H -10.148 1.514 5.171
H -11.668 2.310 5.084
H -10.381 2.729 3.851
H -12.457 0.014 4.844
H -12.547 -0.611 3.173
H -13.979 1.731 4.397
H -14.427 0.596 3.065
H -13.172 3.235 2.822
H -13.831 2.293 1.603
H -11.091 2.528 1.767
H -11.799 0.902 1.344
C 2.633 -12.548 -6.603
C 3.198 -11.154 -6.147
C 2.804 -10.979 -4.682
N 3.296 -9.648 -4.005
C 4.794 -9.441 -4.326
C 2.467 -8.443 -4.574
C 2.751 -7.318 -3.533
C 2.882 -8.100 -2.132
C 3.080 -9.565 -2.474
H 3.305 -13.300 -6.189
H 2.739 -12.694 -7.678
H 1.607 -12.789 -6.327
H 2.740 -10.377 -6.760
H 4.277 -11.021 -6.231
H 3.183 -11.687 -3.945
H 1.715 -10.963 -4.633
H 5.387 -10.340 -4.162
H 5.180 -8.633 -3.705
H 4.890 -9.073 -5.347
H 2.762 -8.112 -5.569
H 1.431 -8.764 -4.682
H 3.660 -6.743 -3.711
H 2.012 -6.520 -3.461
H 3.763 -7.738 -1.603
H 1.982 -8.150 -1.518
H 3.873 -10.114 -1.967
H 2.154 -10.141 -2.452
C -2.690 9.917 7.535
C -1.834 8.579 7.378
C -2.788 7.546 6.672
N -2.307 6.097 6.814
C -0.863 6.000 6.192
C -3.329 5.183 6.079
C -3.112 3.841 6.709
C -2.662 4.038 8.109
C -2.435 5.519 8.217
H -2.997 10.283 6.555
H -2.135 10.714 8.029
H -3.579 9.643 8.104
H -1.458 8.247 8.345
H -0.966 8.820 6.764
H -2.874 7.765 5.608
H -3.768 7.631 7.141
H -0.469 4.988 6.284
H -0.270 6.782 6.667
H -1.048 6.373 5.185
H -3.035 5.003 5.045
H -4.277 5.713 6.172
H -2.365 3.253 6.175
H -4.053 3.292 6.755
H -1.744 3.492 8.326
H -3.303 3.662 8.907
H -1.580 5.782 8.840
H -3.380 5.913 8.591
C -1.884 2.746 -8.683
C -2.487 2.497 -7.298
C -3.998 2.901 -7.367
N -4.835 2.727 -6.065
C -4.853 1.213 -5.646
C -6.307 3.261 -6.255
C -6.685 3.925 -4.923
C -5.496 3.741 -4.023
C -4.278 3.538 -4.941
H -0.893 2.351 -8.906
H -2.011 3.826 -8.760
H -2.550 2.310 -9.427
H -1.826 3.056 -6.636
H -2.357 1.430 -7.115
H -4.538 2.238 -8.042
H -4.258 3.887 -7.750
H -5.016 0.618 -6.544
H -5.579 1.010 -4.858
H -3.873 0.836 -5.351
H -6.889 2.431 -6.656
H -6.223 4.061 -6.991
H -7.585 3.419 -4.574
H -6.847 4.994 -5.060
H -5.652 2.954 -3.287
H -5.524 4.638 -3.404
H -3.405 3.043 -4.515
H -3.865 4.478 -5.308
C -9.589 -6.324 2.655
C -8.741 -7.180 1.715
C -7.351 -6.570 1.413
N -6.447 -7.384 0.367
C -6.503 -8.908 0.676
C -7.003 -7.283 -1.074
C -6.267 -6.125 -1.698
C -4.845 -6.183 -1.088
C -5.036 -6.801 0.333
H -10.400 -7.007 2.908
H -10.084 -5.480 2.175
H -9.102 -6.001 3.575
H -9.231 -7.205 0.742
H -8.754 -8.220 2.042
H -6.769 -6.438 2.325
H -7.411 -5.580 0.962
H -6.445 -9.064 1.753
H -5.683 -9.354 0.113
H -7.394 -9.355 0.236
H -6.677 -8.235 -1.494
H -8.088 -7.297 -1.186
H -6.236 -6.230 -2.783
H -6.842 -5.223 -1.486
H -4.107 -6.736 -1.668
H -4.429 -5.178 -1.013
H -4.403 -7.668 0.519
H -4.976 -6.032 1.103
C 10.972 -1.252 -7.010
C 9.765 -0.363 -7.068
C 8.606 -1.234 -7.199
N 7.191 -0.537 -7.215
C 7.046 0.497 -8.331
C 6.930 0.098 -5.866
C 5.436 -0.047 -5.573
C 4.811 -0.916 -6.631
C 6.027 -1.587 -7.286
H 11.005 -1.861 -7.913
H 11.029 -1.862 -6.108
H 11.881 -0.652 -7.055
H 9.853 0.210 -7.991
H 9.726 0.362 -6.255
H 8.634 -1.836 -6.291
H 8.574 -1.910 -8.054
H 7.735 1.293 -8.048
H 6.021 0.850 -8.448
H 7.319 -0.020 -9.250
H 7.337 1.108 -5.824
H 7.483 -0.482 -5.126
H 5.099 0.990 -5.572
H 5.278 -0.510 -4.599
H 4.230 -0.248 -7.266
H 4.176 -1.642 -6.122
H 5.774 -1.802 -8.324
H 6.412 -2.494 -6.821
```

Here are the Löwdin charges for atoms 1 to 99, given in e: -0.11 -0.71 -0.15 -0.38 0.05 0.04 0.03 0.07 0.05 0.06 0.05 -0.06 -0.23 -0.12 -0.27 0.07 -0.10 -0.11 -0.14 -0.10 0.07 0.07 0.08 0.11 0.11 0.13 0.14 0.11 0.11 0.11 0.14 0.13 0.12 0.11 0.12 0.11 0.13 0.15 -0.06 -0.23 -0.11 -0.23 0.03 -0.12 -0.14 -0.14 -0.06 0.09 0.09 0.08 0.08 0.11 0.14 0.13 0.11 0.10 0.11 0.13 0.14 0.12 0.12 0.11 0.12 0.14 0.14 -0.05 -0.23 -0.13 -0.24 0.04 -0.10 -0.13 -0.16 -0.07 0.08 0.08 0.09 0.10 0.11 0.14 0.14 0.12 0.11 0.09 0.14 0.15 0.11 0.13 0.12 0.12 0.13 0.14 -0.07 -0.20 -0.11 -0.25 0.03 -0.13 -0.15



C8H8ClFO | wB97M-V/def2-TZVPD

total charge	0
highest occupied orbital energy (alpha / beta)	-8.2 / -8.1	eV
HOMO-LUMO gap (alpha / beta)	7.470 / 7.484	eV
E_LUMO (alpha / beta)	-0.73 / -0.64	eV

Geometry as XYZ:
```
19
C8H8ClFO | the Open Molecules 2025 dataset | wB97M-V/def2-TZVPD
C -0.331 -1.302 -0.119
C -1.289 1.323 -0.454
C -2.177 0.429 -0.184
C 0.754 -0.526 -0.502
C -1.618 -0.955 0.512
C 0.959 0.687 0.276
C 1.718 -0.951 -1.479
C 0.533 0.956 1.649
O -2.293 -1.428 1.394
F 1.851 1.562 -0.171
Cl -3.821 0.341 -0.520
H -0.411 -2.367 -0.331
H -1.093 2.245 -0.808
H 1.696 -0.230 -2.222
H 1.549 -1.910 -2.071
H 2.810 -0.881 -1.063
H 1.300 0.776 2.403
H -0.286 0.261 1.925
H 0.151 1.972 1.764
```

Table of natural (NBO) atomic charges, one value per atom, all in e: -0.34 -0.16 -0.25 -0.05 0.54 0.53 -0.64 -0.70 -0.52 -0.32 0.06 0.24 0.20 0.24 0.24 0.23 0.23 0.25 0.24



C16H32Br16 | wB97M-V/def2-TZVPD

total charge	0
highest occupied orbital energy	-9.8	eV
HOMO-LUMO gap	9.930	eV
E_LUMO	0.09	eV

Geometry as XYZ:
```
64
C16H32Br16 | the Open Molecules 2025 dataset | wB97M-V/def2-TZVPD
Br 16.447 -7.943 -1.001
C 15.187 -6.382 -1.145
C 15.404 -5.447 0.070
Br 14.252 -3.918 -0.223
H 14.119 -6.597 -1.159
H 15.425 -5.782 -2.024
H 16.428 -5.081 0.143
H 15.130 -5.888 1.029
Br 21.719 -7.300 -3.222
C 20.036 -7.905 -2.402
C 20.075 -7.959 -0.816
Br 20.821 -9.621 -0.167
H 19.880 -8.878 -2.867
H 19.265 -7.260 -2.823
H 19.090 -7.886 -0.356
H 20.760 -7.239 -0.370
Br 17.874 -9.152 -5.816
C 17.343 -7.298 -6.002
C 16.344 -7.003 -4.803
Br 15.376 -5.428 -5.341
H 16.870 -7.055 -6.953
H 18.177 -6.617 -5.835
H 16.882 -6.756 -3.888
H 15.600 -7.786 -4.658
Br 12.430 -4.984 -2.994
C 13.093 -3.155 -3.509
C 12.387 -2.603 -4.798
Br 13.543 -1.381 -5.832
H 14.164 -3.337 -3.597
H 12.953 -2.399 -2.736
H 11.468 -2.042 -4.627
H 12.078 -3.478 -5.369
Br 19.385 -1.930 -6.981
C 17.444 -2.328 -7.203
C 17.304 -3.634 -7.893
Br 15.504 -4.104 -8.456
H 17.028 -1.499 -7.775
H 16.999 -2.277 -6.210
H 17.764 -4.393 -7.259
H 17.802 -3.601 -8.862
Br 20.339 -6.769 -7.505
C 22.157 -5.950 -7.532
C 22.278 -5.082 -8.839
Br 23.916 -3.972 -8.902
H 22.905 -6.728 -7.381
H 22.363 -5.295 -6.685
H 21.346 -4.518 -8.804
H 22.243 -5.836 -9.625
Br 13.848 -9.736 -3.253
C 12.918 -10.609 -1.745
C 11.561 -11.109 -2.138
Br 10.706 -12.190 -0.653
H 12.917 -9.902 -0.914
H 13.546 -11.483 -1.570
H 11.550 -11.797 -2.983
H 10.878 -10.328 -2.473
Br 17.484 -8.637 -10.170
C 16.686 -6.900 -10.690
C 17.794 -6.025 -11.321
Br 17.012 -4.300 -12.001
H 16.156 -6.522 -9.816
H 15.903 -6.946 -11.447
H 18.345 -6.421 -12.174
H 18.512 -5.712 -10.563
```

Table of natural (NBO) atomic charges, one value per atom, all in e: -0.03 -0.42 -0.45 0.00 0.24 0.22 0.22 0.23 -0.02 -0.44 -0.46 -0.01 0.24 0.22 0.24 0.23 0.02 -0.47 -0.45 -0.02 0.23 0.23 0.22 0.23 -0.03 -0.42 -0.45 -0.01 0.24 0.22 0.23 0.23 -0.03 -0.42 -0.47 0.01 0.23 0.23 0.23 0.23 -0.03 -0.42 -0.45 0.01 0.22 0.22 0.23 0.22 -0.03 -0.44 -0.41 -0.04 0.23 0.23 0.23 0.23 -0.01 -0.45 -0.41 -0.05 0.24 0.23 0.24 0.22



C4H14O3S | wB97M-V/def2-TZVPD

total charge	0
highest occupied orbital energy	-9.0	eV
HOMO-LUMO gap	9.635	eV
E_LUMO	0.64	eV

Geometry as XYZ:
```
22
C4H14O3S | the Open Molecules 2025 dataset | wB97M-V/def2-TZVPD
C 1.324 0.663 1.972
O 0.575 1.865 2.309
C 0.473 -0.187 0.970
C 1.279 -0.725 -0.252
C 0.283 -1.315 -1.261
S 0.869 -1.185 -3.027
H 2.250 0.986 1.541
H 1.555 0.131 2.907
H 0.631 2.481 1.577
H -0.319 0.507 0.720
H -0.093 -0.943 1.577
H 1.958 -1.466 0.188
H 1.891 0.103 -0.612
H 0.343 -2.382 -1.079
H -0.707 -0.938 -1.021
H 0.790 0.131 -3.195
H -3.191 0.626 -0.053
H -3.303 -0.309 -1.206
O -2.687 0.328 -0.820
H -1.088 0.837 2.770
H -1.895 2.048 2.898
O -2.027 1.094 2.732
```

Table of natural (NBO) atomic charges, one value per atom, all in e: -0.07 -0.75 -0.45 -0.41 -0.51 -0.06 0.17 0.18 0.47 0.23 0.21 0.20 0.20 0.22 0.25 0.12 0.48 0.47 -0.94 0.48 0.47 -0.95



C4H9N3S | wB97M-V/def2-TZVPD

total charge	0
highest occupied orbital energy	-7.9	eV
HOMO-LUMO gap	8.670	eV
E_LUMO	0.81	eV

Geometry as XYZ:
```
17
C4H9N3S | the Open Molecules 2025 dataset | wB97M-V/def2-TZVPD
C -1.504 -1.891 -3.149
C -0.684 -0.173 -1.527
C 0.424 1.239 -0.205
C 0.382 -0.595 3.299
H -0.938 -2.735 -2.763
H -1.406 -1.981 -4.267
H -2.578 -2.135 -3.054
H -1.686 0.223 -3.271
H -0.373 -1.009 -0.894
H 1.558 1.887 -0.392
H 0.237 -1.577 2.784
H -0.647 -0.024 3.435
H 0.939 -0.794 4.262
N -1.181 -0.467 -2.810
N -0.459 1.108 -1.240
N 0.306 0.480 0.854
S 1.407 0.551 2.251
```

Table of natural (NBO) atomic charges, one value per atom, all in e: -0.44 0.32 0.27 -0.74 0.22 0.21 0.19 0.40 0.19 0.15 0.22 0.23 0.23 -0.58 -0.56 -0.66 0.33



C4H6N2O2 | wB97M-V/def2-TZVPD

total charge	0
highest occupied orbital energy	-9.9	eV
HOMO-LUMO gap	9.705	eV
E_LUMO	-0.20	eV

Geometry as XYZ:
```
14
C4H6N2O2 | the Open Molecules 2025 dataset | wB97M-V/def2-TZVPD
C 0.001 0.995 0.413
C -1.479 0.366 0.090
C -1.393 -1.170 -0.479
C 0.987 -0.781 -0.417
H 2.327 1.029 0.354
H 0.591 1.432 -0.675
H 0.173 1.804 1.227
H -2.329 -1.193 -1.135
H -1.448 -1.785 0.667
H 2.082 -0.604 -0.951
N 0.801 -0.241 0.946
N 0.060 -1.441 -1.073
O 2.072 0.428 1.195
O -2.445 1.160 -0.161
```

Table of natural (NBO) atomic charges, one value per atom, all in e: -0.37 0.55 -0.37 0.23 0.44 0.21 0.27 0.27 0.24 0.22 -0.14 -0.44 -0.58 -0.52



CH4Cl4N3P3 | wB97M-V/def2-TZVPD

total charge	0
highest occupied orbital energy (alpha / beta)	-9.5 / -9.3	eV
HOMO-LUMO gap (alpha / beta)	7.637 / 7.656	eV
E_LUMO (alpha / beta)	-1.86 / -1.62	eV

Geometry as XYZ:
```
15
CH4Cl4N3P3 | the Open Molecules 2025 dataset | wB97M-V/def2-TZVPD
C 0.521 2.089 1.366
N 0.665 0.654 -0.997
N -0.060 -1.632 1.736
N -0.306 -1.864 -1.081
P 1.100 0.581 0.528
P 0.095 -0.588 -1.917
P -0.950 -1.676 0.441
Cl 1.423 -1.367 -3.027
Cl -1.372 0.140 -3.214
Cl -2.424 -0.243 0.136
Cl -2.055 -3.349 0.510
H 0.912 2.152 2.304
H 0.553 2.916 0.790
H -0.436 1.935 1.623
H 2.334 0.253 0.803
```

Table of natural (NBO) atomic charges, one value per atom, all in e: -0.93 -1.38 -0.99 -1.41 1.45 1.82 1.66 -0.17 -0.23 -0.32 -0.23 0.25 0.26 0.27 -0.04



C33H32N8O4PS6Y | wB97M-V/def2-TZVPD

total charge	-2
highest occupied orbital energy	-1.7	eV
HOMO-LUMO gap	5.500	eV
E_LUMO	3.83	eV

Geometry as XYZ:
```
85
C33H32N8O4PS6Y | the Open Molecules 2025 dataset | wB97M-V/def2-TZVPD
Y 1.189 -0.138 -0.439
S 1.251 2.538 4.195
C 2.690 2.869 3.249
C 3.249 4.165 3.338
C 4.364 4.572 2.634
C 5.015 3.680 1.787
C 4.512 2.398 1.681
C 3.373 1.990 2.383
S 2.996 0.299 1.925
C 1.994 -0.440 3.215
C 0.510 -0.225 3.096
C -0.298 -0.602 4.172
C -1.613 -0.205 4.192
C -2.079 0.619 3.171
C -1.223 0.911 2.125
C -1.567 1.994 1.142
S -1.489 1.442 -0.578
C -1.030 2.950 -1.381
C -1.982 3.596 -2.165
C -1.671 4.765 -2.841
C -0.388 5.289 -2.706
C 0.561 4.647 -1.932
C 0.284 3.442 -1.259
S 1.545 2.658 -0.351
N 0.010 0.391 2.028
H 2.738 4.858 3.996
H 4.724 5.590 2.744
H 5.887 3.972 1.217
H 4.997 1.682 1.026
H 2.286 -0.009 4.170
H 2.235 -1.504 3.216
H 0.141 -1.143 4.999
H -2.258 -0.472 5.020
H -3.066 1.059 3.203
H -0.799 2.762 1.257
H -2.546 2.415 1.365
H -2.973 3.164 -2.241
H -2.413 5.258 -3.456
H -0.119 6.206 -3.218
H 1.561 5.051 -1.844
O 3.222 -0.364 -3.518
S 3.281 -1.299 -2.405
O 3.281 -0.500 -1.094
O 4.381 -2.231 -2.437
S 1.496 -2.300 -2.279
C -0.486 1.424 -5.354
C 0.663 1.961 -4.809
C 1.069 1.539 -3.550
N 0.389 0.641 -2.843
C -0.695 0.097 -3.395
C -1.181 0.462 -4.635
H -0.834 1.737 -6.332
H 1.253 2.699 -5.335
H 1.960 1.929 -3.079
H -1.191 -0.673 -2.815
H -2.076 -0.007 -5.022
O 1.332 -2.139 0.876
N 2.507 -2.601 1.118
C 2.644 -3.905 1.136
C 3.921 -4.456 1.473
N 4.921 -4.957 1.744
C 1.559 -4.804 0.866
N 0.683 -5.529 0.684
C -4.113 -2.973 1.016
N -4.149 -2.429 -0.342
C -3.904 -3.521 -1.283
N -2.682 -4.272 -1.036
C -2.703 -4.755 0.346
N -2.894 -3.698 1.341
C -1.731 -2.800 1.393
P -1.388 -1.948 -0.216
C -3.137 -1.374 -0.493
C -1.485 -3.453 -1.290
H -4.955 -3.664 1.121
H -4.243 -2.151 1.725
H -3.874 -3.112 -2.296
H -4.747 -4.215 -1.214
H -1.773 -5.281 0.553
H -3.539 -5.455 0.442
H -0.842 -3.367 1.669
H -1.888 -2.044 2.166
H -3.228 -0.927 -1.487
H -3.365 -0.573 0.214
H -0.589 -4.049 -1.118
H -1.467 -3.153 -2.341
```

Table of Löwdin atomic charges, one value per atom, all in e: 1.00 0.47 -0.73 -0.17 -0.13 -0.13 -0.17 -0.54 0.94 -0.43 -0.39 -0.05 -0.07 -0.05 -0.37 -0.37 0.88 -0.54 -0.12 -0.12 -0.11 -0.13 -0.71 0.62 0.07 0.07 0.08 0.08 0.10 0.06 0.07 0.12 0.10 0.11 0.08 0.08 0.09 0.08 0.09 0.09 -0.42 0.08 -0.60 -0.40 0.27 -0.08 -0.04 -0.15 -0.04 -0.19 -0.06 0.10 0.11 0.10 0.06 0.10 -0.38 -0.03 -0.29 -0.19 0.13 -0.17 0.16 -0.21 -0.15 -0.21 -0.15 -0.20 -0.14 -0.30 0.97 -0.36 -0.35 0.12 0.12 0.12 0.12 0.09 0.12 0.07 0.07 0.07 0.06 0.05 0.07



Values for ΔE to the lowest compared entry with this formula, charge and spin, eV, ordered as above
0.0000 3.2782 2.2164 0.8358 2.8549 7.0389 3.1876 0.0000
Values for total energy, eV, ordered as above
-95888.8972 -25707.8856 -1137790.5626 -21352.0170 -19596.7813 -11314.0030 -83528.4222 -130200.5649
Values for molecular weight, g/mol, ordered as above
1213.24 174.60 1502.90 142.22 131.20 114.10 292.80 916.95